(1)
# C5H8N2

C5H8N2 in the gas phase (wB97M-V/def2-TZVPD, the OMol25 dataset).

Last column: natural (NBO) charge in e.
Geometry (Å):
N -2.916 0.096 1.102  -0.33
C -1.765 0.106 0.963  0.26
C -0.270 0.169 0.848  -0.14
N 0.278 1.255 1.659  -0.79
C 0.252 0.244 -0.585  -0.23
C -0.058 -0.826 -1.593  -0.42
C 1.316 -0.739 -0.986  -0.40
H 0.137 -0.770 1.254  0.23
H 0.016 1.094 2.625  0.36
H -0.130 2.156 1.409  0.36
H 0.341 1.253 -0.968  0.22
H -0.734 -1.628 -1.302  0.22
H -0.184 -0.504 -2.625  0.22
H 2.173 -0.451 -1.597  0.22
H 1.543 -1.455 -0.204  0.21

The value obtained for the HOMO energy is -10.36 eV. As for the total energy: -8293.6241 eV. For the LUMO energy, the calculation gives 0.95 eV. The relative energy (zero: lowest compared OMol25 entry of this formula, charge and spin) is 132.4 kJ/mol. As for the strongest force on any atom: 0.0251 hartree/bohr. Its SMILES is N#C[C@H](N)C1CC1. The calculation puts the frontier orbital gap at 11.31 eV.

---

(2)
# C5H8N2

C5H8N2 in the gas phase (wB97M-V/def2-TZVPD, the OMol25 dataset).

Last column: natural (NBO) charge in e.
Geometry (Å):
C -1.637 -0.941 -1.462  -0.47
C -1.117 0.028 -0.649  0.18
C -1.743 0.209 0.600  -0.65
N -0.014 0.839 -0.850  -0.44
C 1.038 0.371 -0.465  0.42
C 2.155 -0.205 -0.018  -0.25
N 2.810 0.436 1.087  -0.82
H -2.497 -1.449 -1.041  0.21
H -1.315 -0.963 -2.489  0.21
H -2.755 -0.119 0.565  0.23
H -1.699 1.280 0.907  0.22
H -1.126 -0.267 1.341  0.22
H 2.742 -1.019 -0.489  0.23
H 2.880 1.473 1.021  0.36
H 2.277 0.325 1.941  0.36

The value obtained for the HOMO energy is -8.71 eV. As for the total energy: -8291.7276 eV. For the LUMO energy, the calculation gives 0.84 eV. The relative energy (zero: lowest compared OMol25 entry of this formula, charge and spin) is 315.4 kJ/mol. As for the strongest force on any atom: 0.0761 hartree/bohr. Its SMILES is C=C(C)N=C=CN. The calculation puts the frontier orbital gap at 9.55 eV.

---

The lowest relative energy (zero: lowest compared OMol25 entry of this formula, charge and spin) belongs to which entry? number 1

---

What is the formula in the first record? C5H8N2